Entry 1
ORCA calculation (ωB97M-V/def2-TZVPD) on an isolated molecule of C4H6INS.

Structure (XYZ):
```
13
Properties=species:S:1:pos:R:3:lowdin_charge:R:1
C -2.087 0.175 -0.311 -0.65
C 0.096 -0.305 -1.146 -0.30
C 0.838 0.544 -0.130 -0.77
C 0.939 -0.220 1.251 -0.12
N -1.279 -0.509 -0.891 -0.09
S 0.049 2.188 0.017 0.62
I -4.116 -0.340 0.063 0.73
H 0.218 0.088 -2.224 0.15
H 0.476 -1.388 -0.941 0.14
H 1.906 0.836 -0.380 0.11
H 1.510 0.404 2.004 0.10
H 1.395 -1.106 0.898 0.05
H 0.055 -0.366 1.790 0.04
```

The HOMO energy (spin up / spin down) comes out at -9.0 / -8.2 eV. Its LUMO energy (spin up / spin down) is -1.347 / -1.836 eV.

***

Entry 2
ORCA calculation (ωB97M-V/def2-TZVPD) on an isolated molecule of C4H6INS.

Structure (XYZ):
```
13
Properties=species:S:1:pos:R:3:lowdin_charge:R:1
C 0.977 0.376 1.272 -0.13
C 0.798 -0.447 -0.010 -0.74
C 0.318 0.550 -1.017 -0.19
N -0.846 0.450 -1.384 -0.08
C -1.655 -0.538 -0.978 -0.79
I -3.217 0.310 0.347 0.68
S -0.305 -1.787 0.135 0.76
H 0.044 0.829 1.784 0.11
H 1.543 1.290 1.014 0.08
H 1.505 -0.183 1.941 0.03
H 1.749 -0.885 -0.087 0.07
H 1.105 1.315 -1.367 0.16
H -2.017 -1.279 -1.652 0.03
```

The HOMO energy comes out at -8.6 eV. Its LUMO energy is -0.167 eV.

***

Stability ranking, top entry: entry 2; the second entry is 0.0697 hartree less favorable.

***

Entry 1
ORCA calculation (ωB97M-V/def2-TZVPD) on a cluster of 2 separate species, C2H4NO2S in total.

Structure (XYZ):
```
10
Properties=species:S:1:pos:R:3:lowdin_charge:R:1
C 0.608 0.460 -1.038 -0.42
C -1.359 0.092 0.686 -0.61
N -1.367 0.653 -0.518 -0.14
O 1.575 1.032 -0.239 -0.35
O 2.520 -1.359 -0.498 -0.59
S 1.390 -0.666 0.170 0.92
H 0.860 0.233 -2.108 0.08
H -1.308 -1.116 0.823 0.05
H -2.265 0.167 1.242 0.02
H -0.655 0.503 1.479 0.04
```

The HOMO energy comes out at -2.2 eV. Its LUMO energy is 3.716 eV. Its net charge is -1.

***

Entry 2
ORCA calculation (ωB97M-V/def2-TZVPD) on a cluster of 2 separate species, C2H4NO2S in total.

Structure (XYZ):
```
10
Properties=species:S:1:pos:R:3:lowdin_charge:R:1
C 0.632 0.200 0.110 -0.22
C -1.114 -1.169 0.786 -0.25
N 1.823 0.037 0.403 -0.03
O -3.574 -0.388 -0.354 -0.50
O -2.063 1.409 0.599 -0.46
S -2.182 0.072 -0.003 0.48
H 0.145 0.846 -0.490 -0.05
H -0.914 -1.751 -0.111 -0.09
H 2.462 0.890 0.119 0.06
H -1.459 -0.005 -1.336 0.04
```

The HOMO energy comes out at -3.8 eV. Its LUMO energy is 3.876 eV. Its net charge is -1.

***

Stability ranking, top entry: entry 2; the second entry is 0.0105 hartree less favorable.

***

Entry 1
ORCA calculation (ωB97M-V/def2-TZVPD) on a structure of composition C47H63FNO5P2SSbTi.

Structure (XYZ):
```
122
Properties=species:S:1:pos:R:3:lowdin_spin:R:1
Ti 0.127 0.795 0.759 0.90
C -2.568 -0.499 -2.499 0.00
C -1.638 0.631 -2.944 0.00
C -2.275 1.424 -4.082 0.00
P -1.090 1.566 -1.451 0.01
C -0.359 3.123 -2.169 0.00
C -1.315 4.259 -2.532 0.00
C 0.751 3.698 -1.283 0.00
C -2.632 1.937 -0.529 0.00
C -3.685 2.720 -1.000 0.00
C -4.836 2.959 -0.262 0.00
C -5.927 3.859 -0.781 0.00
C -4.923 2.361 0.993 0.00
C -3.920 1.546 1.480 0.00
C -2.755 1.305 0.734 0.00
N -1.787 0.395 1.134 0.01
C -1.667 -0.070 2.475 0.00
C -1.719 0.756 3.592 0.02
C -1.605 0.219 4.866 0.00
C -1.454 -1.147 5.063 0.01
C -1.355 -1.737 6.446 0.00
C -1.374 -1.965 3.940 0.00
C -1.462 -1.461 2.649 0.01
P -1.341 -2.451 1.093 0.00
C -3.056 -3.203 1.073 0.00
C -4.032 -2.081 0.688 0.00
C -3.600 -3.875 2.335 0.00
C -0.136 -3.861 1.421 0.00
C 1.024 -3.456 2.334 0.00
C -0.667 -5.228 1.850 0.00
H -2.678 -1.232 -3.303 0.00
H -3.556 -0.104 -2.252 0.00
H -2.176 -1.010 -1.618 0.00
H -0.711 0.181 -3.314 0.00
H -3.185 1.936 -3.765 0.00
H -2.553 0.725 -4.876 0.00
H -1.590 2.151 -4.519 0.00
H 0.110 2.740 -3.083 0.00
H -1.815 4.633 -1.639 0.00
H -2.073 3.978 -3.261 0.00
H -0.736 5.083 -2.959 0.00
H 0.327 4.208 -0.418 0.00
H 1.335 4.421 -1.862 0.00
H 1.428 2.934 -0.900 0.00
H -3.613 3.171 -1.980 0.00
H -5.873 3.954 -1.866 0.00
H -5.851 4.864 -0.358 0.00
H -6.915 3.473 -0.524 0.00
H -5.807 2.529 1.601 0.00
H -4.035 1.073 2.447 0.00
H -1.813 1.825 3.451 0.00
H -1.632 0.881 5.725 0.00
H -1.643 -1.008 7.204 0.00
H -0.335 -2.059 6.666 0.00
H -2.004 -2.608 6.550 0.00
H -1.249 -3.033 4.084 0.00
H -3.032 -3.931 0.254 0.00
H -4.161 -1.393 1.527 0.00
H -5.013 -2.500 0.444 0.00
H -3.686 -1.493 -0.160 0.00
H -3.571 -3.181 3.177 0.00
H -3.065 -4.779 2.614 0.00
H -4.648 -4.149 2.173 0.00
H 0.292 -3.984 0.419 0.00
H 0.743 -3.534 3.384 0.00
H 1.370 -2.440 2.158 0.00
H 1.876 -4.119 2.161 0.00
H -1.015 -5.212 2.884 0.00
H 0.145 -5.959 1.793 0.00
H -1.480 -5.587 1.216 0.00
O 3.429 -0.852 1.753 0.00
S 2.365 0.006 1.336 0.01
O 2.730 1.245 0.625 0.00
O 1.373 -0.698 0.330 0.00
O 1.395 0.378 2.422 0.02
O 0.282 -1.632 -2.150 0.00
H -0.247 -2.426 -2.016 0.00
H 0.596 -1.429 -1.250 0.00
F -0.089 2.533 1.272 -0.01
C 5.660 -0.416 -4.391 0.00
C 5.668 0.943 -3.741 0.00
C 6.745 1.793 -3.993 0.00
C 6.833 3.057 -3.424 0.00
C 5.829 3.494 -2.577 0.00
C 4.752 2.657 -2.320 0.00
C 4.650 1.386 -2.886 0.00
Sb 2.853 0.328 -2.316 0.00
C 2.334 -0.183 -4.382 0.00
C 2.021 -1.473 -4.810 0.00
C 1.327 -1.718 -5.987 0.00
C 0.906 -0.654 -6.768 0.00
C 1.239 0.636 -6.385 0.00
C 1.953 0.889 -5.214 0.00
C 2.339 2.319 -4.920 0.00
C 3.900 -1.450 -1.636 0.00
C 3.273 -2.683 -1.839 0.00
C 3.788 -3.869 -1.337 0.00
C 4.962 -3.839 -0.604 0.00
C 5.575 -2.622 -0.364 0.00
C 5.055 -1.418 -0.840 0.00
C 5.762 -0.153 -0.421 0.00
H 6.552 -0.550 -5.004 0.00
H 4.780 -0.547 -5.022 0.00
H 5.628 -1.211 -3.642 0.00
H 7.537 1.449 -4.650 0.00
H 7.684 3.691 -3.643 0.00
H 5.881 4.473 -2.116 0.00
H 3.976 2.995 -1.638 0.00
H 2.344 -2.322 -4.225 0.00
H 1.104 -2.736 -6.280 0.00
H 0.329 -0.823 -7.669 0.00
H 0.931 1.474 -7.001 0.00
H 1.796 3.005 -5.572 0.00
H 3.408 2.469 -5.078 0.00
H 2.143 2.605 -3.883 0.00
H 2.342 -2.720 -2.384 0.00
H 3.263 -4.802 -1.506 0.00
H 5.385 -4.750 -0.199 0.00
H 6.467 -2.587 0.252 0.00
H 6.352 -0.351 0.473 0.00
H 5.055 0.639 -0.175 0.00
H 6.430 0.218 -1.201 0.00
```

As for the multiplicity: 2. The HOMO energy (spin up / spin down) comes out at -4.7 / -4.7 eV. Its LUMO energy (spin up / spin down) is 2.475 / 2.475 eV. Its expectation value of S² is 0.753. Its net charge is -1.

***

Entry 2
ORCA calculation (ωB97M-V/def2-TZVPD) on a structure of composition C47H63FNO5P2SSbTi.

Structure (XYZ):
```
122
Properties=species:S:1:pos:R:3:lowdin_spin:R:1
Ti -0.087 0.329 -1.107 0.92
C -3.286 -2.264 -4.672 0.00
C -2.917 -2.201 -3.194 0.00
C -3.484 -3.391 -2.418 0.00
P -1.139 -1.904 -2.742 0.00
C -0.074 -3.332 -3.265 0.00
C -0.516 -4.160 -4.471 0.00
C 0.164 -4.249 -2.062 0.00
C -0.687 -0.595 -3.948 0.00
C 0.038 -0.781 -5.122 0.00
C 0.375 0.275 -5.950 0.00
C 1.166 0.059 -7.211 0.00
C -0.006 1.560 -5.559 0.00
C -0.705 1.782 -4.390 0.00
C -1.079 0.702 -3.579 0.00
N -1.701 0.788 -2.330 0.02
C -2.592 1.746 -1.912 0.00
C -3.205 2.693 -2.748 0.00
C -4.120 3.606 -2.250 0.00
C -4.489 3.619 -0.913 0.00
C -5.474 4.618 -0.366 0.00
C -3.921 2.649 -0.092 0.00
C -2.996 1.721 -0.547 0.01
P -2.332 0.351 0.477 0.00
C -3.828 -0.753 0.520 0.00
C -5.094 -0.171 1.145 0.00
C -3.542 -2.150 1.080 0.00
C -1.878 0.964 2.183 0.00
C -2.395 2.312 2.675 0.00
C -2.084 -0.105 3.258 0.00
H -4.375 -2.293 -4.775 0.00
H -2.889 -3.156 -5.155 0.00
H -2.920 -1.391 -5.214 0.00
H -3.367 -1.288 -2.784 0.00
H -3.131 -4.338 -2.833 0.00
H -4.576 -3.398 -2.471 0.00
H -3.197 -3.364 -1.366 0.00
H 0.874 -2.834 -3.495 0.00
H -1.439 -4.706 -4.261 0.00
H 0.252 -4.903 -4.701 0.00
H -0.683 -3.565 -5.369 0.00
H -0.774 -4.636 -1.656 0.00
H 0.683 -3.723 -1.265 0.00
H 0.776 -5.105 -2.360 0.00
H 0.390 -1.771 -5.384 0.00
H 1.399 -0.997 -7.350 0.00
H 2.111 0.606 -7.182 0.00
H 0.616 0.401 -8.091 0.00
H 0.296 2.409 -6.163 0.00
H -0.898 2.791 -4.057 0.00
H -2.978 2.698 -3.803 0.00
H -4.562 4.328 -2.930 0.00
H -5.760 5.341 -1.131 0.00
H -5.055 5.176 0.475 0.00
H -6.389 4.136 -0.010 0.00
H -4.232 2.617 0.944 0.00
H -3.998 -0.867 -0.558 0.00
H -4.935 0.096 2.192 0.00
H -5.895 -0.917 1.116 0.00
H -5.444 0.714 0.616 0.00
H -3.516 -2.146 2.170 0.00
H -2.594 -2.555 0.722 0.00
H -4.339 -2.834 0.778 0.00
H -0.799 1.086 2.056 0.00
H -3.457 2.278 2.932 0.00
H -2.236 3.098 1.939 0.00
H -1.845 2.580 3.582 0.00
H -1.566 0.206 4.168 0.00
H -1.680 -1.081 2.983 0.00
H -3.141 -0.239 3.498 0.00
O 3.587 -0.182 -1.047 0.00
S 2.427 -0.311 -1.899 0.01
O 2.658 -0.866 -3.208 0.00
O 1.649 1.001 -1.971 0.01
O 1.348 -1.159 -1.168 0.01
O -0.103 -2.565 1.063 0.01
H -0.629 -1.787 1.271 0.00
H 0.415 -2.245 0.308 0.00
F -0.161 1.870 -0.050 0.00
C 1.672 3.585 1.408 0.00
C 3.152 3.302 1.405 0.00
C 4.024 4.372 1.194 0.00
C 5.388 4.178 1.060 0.00
C 5.905 2.893 1.119 0.00
C 5.053 1.824 1.346 0.00
C 3.684 2.012 1.528 0.00
Sb 2.416 0.300 1.802 0.00
C 3.917 -1.191 2.150 0.00
C 3.890 -2.247 1.238 0.00
C 4.764 -3.318 1.344 0.00
C 5.689 -3.340 2.376 0.00
C 5.721 -2.300 3.292 0.00
C 4.839 -1.222 3.207 0.00
C 4.893 -0.175 4.290 0.00
C 1.915 0.634 3.898 0.00
C 1.975 1.909 4.460 0.00
C 1.518 2.167 5.746 0.00
C 0.995 1.132 6.504 0.00
C 0.957 -0.148 5.972 0.00
C 1.412 -0.418 4.681 0.00
C 1.403 -1.839 4.188 0.00
H 1.461 4.540 1.895 0.00
H 1.084 2.817 1.910 0.00
H 1.293 3.625 0.386 0.00
H 3.611 5.372 1.113 0.00
H 6.041 5.026 0.889 0.00
H 6.966 2.719 0.986 0.00
H 5.463 0.821 1.373 0.00
H 3.184 -2.219 0.418 0.00
H 4.728 -4.120 0.617 0.00
H 6.389 -4.162 2.469 0.00
H 6.443 -2.322 4.102 0.00
H 5.875 -0.175 4.766 0.00
H 4.146 -0.377 5.061 0.00
H 4.696 0.827 3.914 0.00
H 2.411 2.725 3.897 0.00
H 1.577 3.171 6.150 0.00
H 0.628 1.313 7.508 0.00
H 0.569 -0.967 6.569 0.00
H 0.831 -2.479 4.862 0.00
H 2.419 -2.237 4.124 0.00
H 0.973 -1.939 3.190 0.00
```

As for the multiplicity: 2. The HOMO energy (spin up / spin down) comes out at -4.5 / -4.6 eV. Its LUMO energy (spin up / spin down) is 2.412 / 2.412 eV. Its expectation value of S² is 0.753. Its net charge is -1.

***

Stability ranking, top entry: entry 2; the second entry is 0.0278 hartree less favorable.

***

Entry 1
ORCA calculation (ωB97M-V/def2-TZVPD) on a cluster of 2 separate species, C3H10NS in total.

Structure (XYZ):
```
15
Properties=species:S:1:pos:R:3:lowdin_spin:R:1
C 1.227 2.966 -1.315 0.61
N -0.102 2.683 -1.383 0.28
H 1.733 3.239 -2.219 0.06
H 1.835 2.467 -0.578 0.05
H -0.283 1.818 -0.853 0.01
H -0.597 3.161 -2.117 0.00
C -0.333 -2.474 1.865 0.00
C -0.193 -1.872 0.371 0.00
S -0.407 0.016 0.479 0.00
H -0.244 -3.545 1.800 0.00
H -1.388 -2.299 2.166 0.00
H 0.377 -1.927 2.465 0.00
H 0.819 -2.030 -0.013 0.00
H -0.964 -2.259 -0.337 0.00
H -1.481 0.056 -0.332 0.00
```

As for the multiplicity: 2. The HOMO energy (spin up / spin down) comes out at -6.0 / -9.4 eV. Its LUMO energy (spin up / spin down) is 0.773 / 0.766 eV. Its expectation value of S² is 0.753.

***

Entry 2
ORCA calculation (ωB97M-V/def2-TZVPD) on a cluster of 2 separate species, C3H10NS in total.

Structure (XYZ):
```
15
Properties=species:S:1:pos:R:3:lowdin_spin:R:1
C 0.678 0.863 -1.270 0.00
C -0.402 1.715 -0.616 0.00
C -1.832 1.127 -0.521 0.10
S -1.999 -0.660 -0.364 0.84
N 1.263 -0.101 -0.341 0.00
H 1.487 1.531 -1.578 0.00
H 0.251 0.412 -2.180 0.00
H -0.069 1.977 0.387 0.00
H -0.477 2.638 -1.198 0.00
H -2.331 1.549 0.361 0.02
H -2.383 1.383 -1.429 0.02
H 1.756 -5.858 4.624 0.00
H 1.907 -0.716 -0.825 0.00
H 0.529 -0.687 0.047 0.00
H 1.621 -5.175 4.904 0.00
```

As for the multiplicity: 2. The HOMO energy (spin up / spin down) comes out at -9.0 / -8.8 eV. Its LUMO energy (spin up / spin down) is 1.025 / -1.988 eV. Its expectation value of S² is 0.753.

***

Stability ranking, top entry: entry 2; the second entry is 0.0114 hartree less favorable.